Entry 1:
The following is a quantum chemistry calculation of a molecular structure, C5H13N2O2P, from OMol25.

- E (eV) = -21757.011
- LUMO energy (eV) = 0.72
- HOMO-LUMO gap (eV) = 8.33

Geometry as ORCA input:
```
! RIJCOSX wB97M-V def2-TZVPD def2/J DEFGRID3
* xyz 0 1
C 2.103 0.559 -0.461
C 0.972 1.589 -0.662
C 1.590 -0.936 -0.796
C -0.583 -0.722 0.269
C -0.452 -1.273 1.684
N -0.022 1.577 0.331
N 0.200 -1.107 -0.709
O -2.935 -0.897 -0.808
O -2.779 1.118 0.734
P -1.952 0.380 -0.406
H 2.992 0.725 -1.059
H 2.435 0.636 0.508
H 1.232 2.565 -0.878
H 0.367 1.260 -1.521
H 1.844 -1.198 -1.852
H 2.114 -1.616 -0.225
H 0.444 -1.150 2.142
H -0.741 -2.294 1.718
H -1.154 -0.976 2.499
H 0.319 1.778 1.256
H -0.219 -0.763 -1.526
H -3.715 -0.809 -1.377
H -2.058 1.555 1.138
*
```

Mulliken population analysis, charges in e, atoms 1 to 8: atom 1 (C): -0.46, atom 2 (C): -1.02, atom 3 (C): -0.91, atom 4 (C): 0.90, atom 5 (C): -1.53, atom 6 (N): -0.59, atom 7 (N): -0.21, atom 8 (O): -0.54

Entry 2:
The following is a quantum chemistry calculation of a molecular structure, C36H28F5N2P2RuS3, from OMol25.

- E (eV) = -108020.939
- LUMO energy (alpha / beta) (eV) = -0.33 / -0.49
- HOMO-LUMO gap (alpha / beta) (eV) = 7.24 / 7.09

Geometry as ORCA input:
```
! RIJCOSX wB97M-V def2-TZVPD def2/J DEFGRID3
* xyz 0 2
Ru -0.706 -1.518 -0.633
S -2.703 -0.290 -0.291
P -1.320 0.816 0.750
C 0.141 0.208 0.162
P 0.899 0.692 -1.296
S -0.035 -0.429 -2.694
C 0.851 2.460 -1.690
C -0.267 2.976 -2.341
C -0.370 4.339 -2.570
C 0.643 5.191 -2.152
C 1.760 4.683 -1.503
C 1.866 3.319 -1.274
C 2.659 0.288 -1.241
C 3.266 -0.070 -0.045
C 4.612 -0.414 -0.028
C 5.345 -0.406 -1.204
C 4.736 -0.053 -2.404
C 3.397 0.293 -2.423
C -1.503 0.502 2.526
C -2.718 0.779 3.151
C -2.872 0.535 4.505
C -1.811 0.015 5.241
C -0.603 -0.257 4.621
C -0.446 -0.011 3.262
C -1.679 2.586 0.619
C -2.844 3.043 0.016
C -3.093 4.407 -0.062
C -2.173 5.310 0.447
C -1.002 4.854 1.042
C -0.757 3.495 1.133
H -1.049 2.301 -2.670
H -1.241 4.736 -3.075
H 0.562 6.255 -2.335
H 2.553 5.347 -1.184
H 2.740 2.922 -0.772
H 2.672 -0.087 0.861
H 5.085 -0.697 0.904
H 6.391 -0.685 -1.193
H 5.305 -0.061 -3.324
H 2.914 0.547 -3.360
H -3.544 1.184 2.576
H -3.815 0.754 4.990
H -1.931 -0.174 6.300
H 0.221 -0.665 5.193
H 0.488 -0.223 2.754
H -3.543 2.335 -0.412
H -4.002 4.762 -0.531
H -2.363 6.374 0.377
H -0.278 5.560 1.428
H 0.158 3.138 1.594
F 1.820 -3.580 -6.691
C 1.189 -3.612 -5.516
C 1.886 -3.380 -4.344
F 3.194 -3.110 -4.392
C 1.221 -3.416 -3.135
F 1.942 -3.164 -2.031
C -0.143 -3.670 -3.037
S -0.983 -3.705 -1.488
C -0.811 -3.901 -4.233
F -2.124 -4.150 -4.230
C -0.167 -3.875 -5.458
F -0.847 -4.101 -6.585
C -3.202 -3.273 4.014
C -2.053 -3.126 3.078
C -0.749 -3.569 3.147
C -0.127 -3.121 1.969
N -1.007 -2.455 1.231
N -2.166 -2.479 1.907
C 1.288 -3.284 1.533
H -2.843 -3.561 4.999
H -3.897 -4.040 3.666
H -3.747 -2.333 4.112
H -0.300 -4.137 3.944
H -2.937 -1.943 1.532
H 1.906 -2.462 1.903
H 1.358 -3.298 0.446
H 1.700 -4.217 1.915
*
```

Mulliken population analysis, charges in e, atoms 1 to 8: atom 1 (Ru): 0.13, atom 2 (S): -0.70, atom 3 (P): 1.63, atom 4 (C): -2.10, atom 5 (P): 2.20, atom 6 (S): -0.58, atom 7 (C): 0.49, atom 8 (C): -0.35

Entry 3:
The following is a quantum chemistry calculation of a gas-phase ion, C10H18N4S (charge +2), from OMol25.

- E (eV) = -27438.424
- LUMO energy (eV) = -7.88
- HOMO-LUMO gap (eV) = 8.03

Geometry as ORCA input:
```
! RIJCOSX wB97M-V def2-TZVPD def2/J DEFGRID3
* xyz 2 1
C 1.235 0.529 -2.090
C 0.499 -0.053 -0.884
N 1.202 0.505 0.376
N 1.006 -0.283 1.541
C -0.341 -0.256 2.123
C 1.909 0.272 2.601
C 1.528 -1.662 1.321
N 2.883 -1.808 1.129
S 0.529 -2.947 1.268
C -0.897 0.273 -1.193
C -2.002 -0.566 -0.853
C -3.335 -0.382 -1.278
C -3.545 0.874 -1.972
C -2.534 1.756 -2.082
N -1.257 1.469 -1.709
H 1.270 1.654 -2.165
H 2.229 0.287 -2.145
H 0.759 0.219 -3.022
H 0.769 -1.111 -0.880
H 0.742 1.365 0.592
H -0.530 0.655 2.663
H -1.241 -0.496 1.425
H -0.339 -1.146 2.864
H 1.450 1.166 2.981
H 2.098 -0.341 3.426
H 2.747 0.464 1.999
H 3.673 -1.201 0.863
H 3.224 -2.839 0.915
H -1.811 -1.543 -0.452
H -4.047 -1.003 -0.894
H -4.613 1.171 -2.275
H -2.586 2.763 -2.363
H -0.673 2.215 -1.830
*
```

Mulliken population analysis, charges in e, atoms 1 to 8: atom 1 (C): -1.89, atom 2 (C): 0.56, atom 3 (N): -0.58, atom 4 (N): 0.52, atom 5 (C): -0.85, atom 6 (C): -0.94, atom 7 (C): 0.06, atom 8 (N): -0.37

Entry 4:
The following is a quantum chemistry calculation of a molecular structure, C11H25BF4IrNO2P2, from OMol25.

- E (eV) = -50351.520
- LUMO energy (alpha / beta) (eV) = -4.10 / -7.95
- HOMO-LUMO gap (alpha / beta) (eV) = 4.87 / 5.83

Geometry as ORCA input:
```
! RIJCOSX wB97M-V def2-TZVPD def2/J DEFGRID3
* xyz 1 6
C -0.746 0.813 -4.275
C -0.942 0.445 -2.931
N -0.015 0.937 -1.997
C 0.903 1.878 -2.322
C 0.872 2.446 -3.572
C 0.066 1.887 -4.567
C -2.044 -0.255 -2.433
P -2.066 -0.662 -0.663
Ir -0.234 0.482 -0.030
P 1.919 1.289 0.258
C 1.735 2.438 -1.179
O -0.812 -3.459 -4.333
O 1.082 -4.671 -0.740
H -1.369 0.321 -5.024
H 1.472 3.343 -3.701
H 0.112 2.315 -5.562
C -3.480 0.412 -0.250
C -2.532 -2.340 -0.096
H 2.741 2.716 -1.516
H 1.222 3.325 -0.763
H -1.124 -3.068 -3.507
H -2.595 -0.840 -3.191
C 2.129 2.171 1.788
C 3.431 0.337 -0.120
H 0.684 -0.914 -0.150
H 0.580 -4.581 0.106
H 0.482 -4.069 -1.215
H 0.145 -3.406 -4.072
H -1.132 1.651 0.641
H 1.375 -0.593 -0.084
H -4.330 0.075 -0.853
H -3.731 0.419 0.815
H -3.198 1.422 -0.566
H -3.451 -2.701 -0.588
H -1.713 -3.051 -0.278
H -2.705 -2.308 0.990
H 4.252 1.059 -0.207
H 3.608 -0.376 0.696
H 3.306 -0.219 -1.060
H 3.041 2.772 1.722
H 1.236 2.782 1.939
H 2.168 1.428 2.592
F -0.296 -0.969 2.059
B -0.071 -0.325 3.386
F 1.311 -0.422 3.660
F -0.448 1.030 3.209
F -0.843 -0.973 4.342
*
```

Mulliken population analysis, charges in e, atoms 1 to 8: atom 1 (C): -0.84, atom 2 (C): 0.68, atom 3 (N): -0.27, atom 4 (C): 0.47, atom 5 (C): -0.51, atom 6 (C): -0.67, atom 7 (C): -0.97, atom 8 (P): 1.10

The records above yield relative energy (zero: lowest compared OMol25 entry of this formula, charge and spin) values of 4.657; 0.128; 0.000; 0.000 eV, respectively.